16 unconnected molecules or ions with the total composition C35H71BCl30IO3 at a distorted geometry, computed with ωB97M-V with the def2-TZVPD basis set.

Net charge: -1
E_tot in eV: -428039.4011
F_max in eV Å⁻¹: 1.71

```
141
Properties=species:S:1:pos:R:3:forces:R:3
C 7.7334 -2.2025 -0.0848 -0.27 0.40 -0.27
O 7.0367 -0.9780 -0.0192 -0.06 -0.17 0.43
C 6.5355 -0.6059 -1.2866 0.69 0.42 -0.43
C 6.6155 0.9021 -1.4771 -0.46 0.25 0.65
C 5.2307 1.5257 -1.3008 0.24 0.50 0.31
C 4.7550 1.4388 0.1602 -0.25 -0.90 -0.01
C 3.3611 0.8102 0.3398 0.51 0.81 -0.09
C 2.2299 1.8435 0.3923 -0.29 -0.45 0.48
C 1.3660 1.7493 1.6640 -0.50 -0.57 -0.68
C 0.0764 0.9801 1.3620 -0.22 0.45 0.00
C -0.9268 1.7775 0.5068 0.39 0.15 0.53
C -2.1504 2.3548 1.2483 -0.25 0.00 -0.74
B -3.5930 1.9187 0.5696 -0.50 0.39 0.35
C -3.5662 2.1034 -1.0779 0.00 -0.67 0.19
C -3.9890 0.8836 -1.9053 0.16 0.97 -0.53
C -5.4926 0.8142 -2.0716 0.47 -0.47 -0.17
I -6.1182 2.1237 -3.6908 -0.19 0.05 0.13
C -4.1100 0.4391 1.0972 0.48 0.20 -0.10
C -3.0448 -0.6522 1.0977 -0.26 -0.02 0.51
C -3.5339 -1.9790 1.6802 0.29 0.27 -0.54
C -4.6297 -2.6474 0.8756 -0.12 -0.30 0.89
O -4.4317 -2.6537 -0.5362 0.47 0.04 -0.17
C -3.2837 -3.1643 -1.0364 0.46 0.72 -1.48
C -2.6123 -4.3425 -0.3767 0.10 0.51 0.15
O -2.8260 -2.7051 -2.0728 -0.79 -0.64 1.27
H 8.7318 -2.0407 -0.4893 0.24 -0.09 -0.11
H 7.1945 -2.9098 -0.7082 0.01 -0.27 -0.05
H 7.7993 -2.5927 0.9082 0.14 -0.30 0.68
H 7.1565 -1.1020 -2.0347 -0.02 -0.06 -0.28
H 5.5163 -0.9506 -1.4293 -0.15 -0.06 0.14
H 7.2465 1.3128 -0.6779 0.16 -0.20 -0.41
H 7.0457 1.1493 -2.4414 0.08 0.04 -0.23
H 5.2514 2.5708 -1.5946 -0.02 0.20 -0.28
H 4.5358 1.0117 -1.9569 -0.27 -0.02 -0.18
H 4.7845 2.4020 0.6552 0.02 0.27 0.02
H 5.4472 0.7972 0.7009 0.26 -0.04 0.09
H 3.2021 0.1454 -0.5003 -0.04 -0.27 0.11
H 3.3855 0.2251 1.2542 -0.19 -0.22 0.16
H 1.5728 1.6256 -0.4416 -0.19 0.41 -0.34
H 2.5966 2.8578 0.2865 0.27 0.13 -0.21
H 1.8784 1.1850 2.4382 0.39 0.26 0.32
H 1.0793 2.7303 2.0268 0.10 0.24 0.24
H 0.3278 0.0629 0.8303 0.13 -0.35 0.17
H -0.3951 0.7425 2.3110 -0.11 -0.36 0.13
H -0.3694 2.6092 0.0744 0.09 0.06 -0.29
H -1.2331 1.1630 -0.3336 -0.17 -0.12 -0.19
H -2.1271 2.1613 2.3204 0.13 -0.17 0.03
H -2.1056 3.4427 1.1627 0.03 0.24 0.08
H -4.4328 2.7272 1.0169 -0.09 0.00 0.02
H -2.5962 2.4268 -1.4558 0.12 0.09 0.10
H -4.2580 2.8926 -1.3540 -0.13 0.26 -0.11
H -3.6006 -0.0657 -1.5507 -0.15 -0.20 0.26
H -3.5902 1.0075 -2.9124 0.22 -0.29 -0.24
H -5.7936 -0.1628 -2.4186 -0.34 -0.20 -0.01
H -6.0272 1.1166 -1.1845 -0.25 0.16 0.09
H -5.0238 0.0998 0.6026 -0.12 -0.08 -0.24
H -4.3919 0.5840 2.1435 -0.14 -0.01 0.22
H -2.5627 -0.7895 0.1327 0.00 -0.07 -0.24
H -2.2643 -0.3187 1.7769 0.33 0.11 -0.04
H -3.9405 -1.7418 2.6600 -0.17 -0.18 0.29
H -2.6996 -2.6605 1.8250 0.15 -0.19 0.04
H -4.7818 -3.6568 1.2608 -0.05 -0.30 -0.18
H -5.5546 -2.1228 1.0654 -0.28 0.23 -0.41
H -3.1583 -4.7887 0.4433 -0.19 -0.19 0.00
H -2.3882 -5.0455 -1.1663 -0.09 -0.31 -0.09
H -1.6565 -4.0073 0.0179 -0.02 0.08 -0.07
C -0.2625 4.6782 -2.3716 -0.09 -0.07 -0.04
Cl -0.4757 3.0530 -3.0319 0.15 0.49 0.05
Cl 1.2736 4.8337 -1.4951 0.03 0.09 -0.01
H -0.2607 5.3886 -3.1895 0.05 -0.01 -0.02
H -1.0713 4.8951 -1.6843 0.03 -0.12 0.03
C -4.5233 6.0170 -2.3937 -0.05 -0.18 0.03
Cl -3.5876 5.4129 -1.0350 -0.05 0.24 0.16
Cl -3.5804 7.1132 -3.4294 -0.02 0.03 -0.05
H -4.8437 5.1696 -2.9909 0.08 -0.02 -0.03
H -5.3804 6.5591 -2.0138 0.04 0.08 0.00
C 3.1366 -3.2292 -1.4427 -0.17 0.05 0.11
Cl 4.7955 -3.3486 -2.0545 -0.06 -0.41 -0.09
Cl 2.3704 -1.7412 -1.9884 -0.13 -0.26 -0.03
H 2.5647 -4.0720 -1.8111 0.05 -0.02 -0.08
H 3.1685 -3.2377 -0.3590 0.07 0.06 0.00
C -2.1251 1.9777 5.6275 -0.01 -0.06 0.07
Cl -2.3456 0.6289 4.5065 -0.02 -0.06 0.18
Cl -1.3448 3.3725 4.8759 0.02 0.00 0.03
H -3.0989 2.2821 5.9913 -0.03 0.03 -0.08
H -1.5022 1.6420 6.4478 0.05 -0.02 -0.03
C 7.1690 -0.0126 3.9930 0.14 -0.30 0.15
Cl 5.4238 0.1314 4.2608 0.06 0.08 -0.17
Cl 8.0969 1.2586 4.7938 -0.03 0.19 0.03
H 7.5182 -0.9455 4.4324 -0.33 0.16 -0.23
H 7.3578 0.0305 2.9243 -0.05 0.03 0.01
C -7.6373 0.6808 -7.4061 0.00 0.02 0.07
Cl -7.7203 -0.7547 -8.4452 -0.03 -0.03 0.02
Cl -7.0156 2.0882 -8.2765 -0.01 0.01 0.02
H -8.6382 0.9065 -7.0570 0.17 -0.04 -0.14
H -6.9790 0.4709 -6.5705 0.06 0.01 -0.04
C 8.7317 3.7675 0.5808 -0.05 0.00 -0.05
Cl 7.5327 2.7798 1.4120 0.07 0.17 0.15
Cl 10.3757 3.4569 1.1620 0.03 0.03 -0.03
H 8.6914 3.5369 -0.4778 0.03 -0.07 0.01
H 8.4975 4.8111 0.7502 0.02 0.01 0.07
C -11.8835 0.6571 -5.7920 0.09 -0.03 -0.11
Cl -10.3680 1.4646 -5.3865 -0.16 0.04 0.16
Cl -13.1613 1.0075 -4.6177 -0.04 -0.05 -0.03
H -12.2107 0.9993 -6.7660 -0.03 0.08 0.03
H -11.7129 -0.4124 -5.8046 0.00 -0.01 0.09
C -14.4766 2.1438 -1.4284 0.05 -0.01 0.00
Cl -16.1786 2.2440 -0.9498 -0.03 -0.04 -0.03
Cl -13.4825 3.3288 -0.5792 0.03 -0.02 -0.02
H -14.1097 1.1519 -1.1950 -0.01 0.00 0.07
H -14.4067 2.3328 -2.4915 -0.04 0.09 0.00
C 4.5601 -0.6521 7.5890 -0.08 0.10 0.00
Cl 5.0859 -2.3055 7.2386 -0.29 0.01 0.03
Cl 3.0309 -0.6155 8.4765 0.02 0.02 0.01
H 5.3220 -0.1719 8.1910 0.01 -0.05 0.05
H 4.4336 -0.1295 6.6495 -0.04 -0.07 0.02
C -1.1256 -5.6242 3.3054 -0.01 0.06 0.06
Cl -1.5241 -7.0446 2.3260 -0.02 -0.02 0.02
Cl -0.5125 -4.2919 2.3266 0.24 -0.01 0.24
H -2.0237 -5.2928 3.8128 -0.05 0.01 -0.07
H -0.3658 -5.9049 4.0242 0.06 -0.03 -0.05
C 4.2010 -5.8352 5.7983 -0.02 0.06 -0.01
Cl 5.0751 -7.3506 6.0702 0.00 -0.01 0.06
Cl 4.0533 -5.4621 4.0789 -0.03 0.04 0.02
H 3.2082 -5.9265 6.2208 -0.02 -0.07 -0.03
H 4.7426 -5.0328 6.2821 0.06 0.01 -0.04
C 0.5639 -0.3052 -4.9128 -0.14 0.19 0.04
Cl 2.0626 0.4385 -4.3239 -0.06 0.19 -0.14
Cl -0.8437 0.2449 -4.0024 -0.08 -0.40 -0.12
H 0.4345 -0.0367 -5.9549 0.04 0.07 0.01
H 0.6395 -1.3760 -4.8053 0.06 -0.11 0.10
C 9.5807 -2.7775 6.2729 0.02 0.04 0.08
Cl 9.6680 -2.2136 4.6002 0.30 -0.17 -0.05
Cl 8.2169 -2.0390 7.1222 0.32 -0.12 -0.01
H 9.4448 -3.8520 6.2660 -0.08 0.00 -0.02
H 10.5001 -2.5140 6.7815 0.00 0.09 -0.04
C 3.8426 -2.5586 -6.8614 -0.01 -0.10 -0.02
Cl 3.7901 -0.8802 -7.4088 0.01 0.00 -0.02
Cl 2.8398 -2.8351 -5.4315 0.12 -0.12 -0.07
H 3.4788 -3.1913 -7.6615 -0.05 0.02 -0.01
H 4.8667 -2.8100 -6.6148 0.01 0.06 0.07
```
Positions in Å, forces in eV/Å.

Mulliken population analysis, charges in e, atoms 1 to 99: C -0.7413; O -0.2082; C -0.0105; C -0.7318; C -0.7001; C -0.1733; C 0.1288; C -0.2777; C -1.4465; C -0.7458; C 1.1988; C -0.0932; B 0.1961; C 1.0370; C 0.1692; C -1.2806; I -0.1295; C -0.9293; C 1.6814; C -0.4979; C -1.0406; O -0.3359; C 0.8447; C -0.8052; O -0.5650; H 0.3598; H 0.2037; H 0.1884; H 0.6738; H -0.3402; H -0.0073; H 0.4873; H 0.5065; H 0.1462; H 0.7111; H -0.2408; H -0.9567; H 0.5902; H 0.1761; H 0.4472; H 0.4928; H 0.3963; H 0.2258; H 0.2621; H -0.1095; H 0.1084; H -0.8734; H 0.0723; H -0.3700; H -0.6381; H -0.3245; H -0.5740; H 0.4914; H 0.6548; H 0.5211; H 0.0682; H -0.0099; H 0.1547; H -0.8194; H 0.4957; H -0.1657; H 0.3421; H 0.5343; H 0.2515; H 0.4211; H 0.0225; C -0.1129; Cl -0.0246; Cl -0.1934; H 0.4165; H -0.1418; C -0.0564; Cl -0.0705; Cl -0.2086; H -0.0749; H 0.3713; C -0.4902; Cl -0.1806; Cl -0.0078; H 0.3813; H 0.3173; C -0.4334; Cl -0.0178; Cl -0.1396; H 0.2906; H 0.3143; C 0.2546; Cl -0.1469; Cl -0.1632; H -0.0229; H 0.0229; C 0.4982; Cl -0.1872; Cl -0.1664; H -0.2865; H 0.1270; C -0.3828; Cl -0.0086; Cl -0.1806